This record from the OMol25 dataset describes a 2-piece molecular cluster, C3H6Cl2OS overall in a non-equilibrium geometry. The level of theory is wB97M-V/def2-TZVPD.

## Properties
HOMO (alpha / beta), eV: -6.72 / -9.16
Total charge: 0
Frontier orbital gap (alpha / beta), eV: 7.25 / 8.34
E_LUMO (alpha / beta), eV: 0.536 / -0.821
2S+1: 3

Each line ends with the Löwdin charge.
Cartesian coordinates (Å):
C (-1.32510, 1.24989, 1.06087)  -1.146
C (0.82087, -1.91362, -0.13541)  -0.187
C (0.68484, 1.04269, -0.74649)  -0.261
O (-1.39571, -0.45413, -0.20518)  -0.637
S (-0.14134, -0.55021, -1.05912)  0.877
Cl (-2.60929, 2.34018, 0.64495)  0.518
Cl (-1.51267, 0.43806, 2.48227)  0.601
H (1.82215, -1.98116, -0.61616)  0.056
H (0.87882, -1.40081, 0.82024)  0.036
H (0.14504, -2.73885, -0.34883)  0.045
H (1.11082, 0.99614, 0.19996)  0.022
H (1.54153, 1.12142, -1.36033)  0.042
H (-0.01995, 1.85042, -0.73676)  0.034

Atoms 1-3, force components in eV/Å:
-1.78 1.64 0.53
0.45 2.78 -1.73
0.18 -1.41 -0.11


This record from the OMol25 dataset describes C3H6Cl2P as an isolated structure in a non-equilibrium geometry. The level of theory is wB97M-V/def2-TZVPD.

## Properties
HOMO, eV: -13.34
Total charge: +1
Frontier orbital gap, eV: 6.56
E_LUMO, eV: -6.787

Each line ends with the Löwdin charge.
Cartesian coordinates (Å):
C (2.81615, 1.06817, -2.09421)  0.336
C (2.32604, 0.47103, -1.13519)  -0.038
C (-2.33834, -1.06371, 1.32432)  -0.359
P (-1.72968, 0.53852, 0.45279)  0.247
Cl (-0.74828, 1.54092, 1.96121)  0.163
Cl (-0.17964, -0.53648, -0.41436)  0.348
H (3.06160, 1.37082, -3.07972)  0.100
H (1.15180, 0.52890, -0.91709)  -0.029
H (2.77943, -0.06190, -0.29394)  0.138
H (-3.03942, -1.62939, 0.55166)  0.097
H (-2.74903, -0.70193, 2.26658)  0.028
H (-1.35064, -1.52494, 1.37795)  -0.032

Atoms 1-3, force components in eV/Å:
-0.69 -0.51 -0.16
0.97 0.27 0.99
0.03 0.91 -2.39